Record 1
42
Properties=species:S:1:pos:R:3:forces:R:3 method="wB97M-V/def2-TZVPD" smiles=C[C@@](O)(C#CCN1CCCCCC1)c1ccccc1 total_charge=0 de_lowest_kcal_mol=60.3 e_lumo_ev=0.82 gap_ev=9.13
C -2.2599 0.0047 -2.3302 0.1 -0.3 0.0
C -2.0963 -1.0734 -1.2490 -0.2 0.3 -0.1
O -1.7578 -2.2780 -1.9249 -0.1 0.0 -0.2
C -1.0164 -0.6901 -0.3389 0.4 -0.1 0.2
C -0.0963 -0.4463 0.3909 -0.4 -0.1 -0.2
C 1.0145 -0.1215 1.2659 0.4 0.1 0.3
N 1.6002 1.1697 0.9437 -0.2 0.0 0.1
C 2.6024 1.6016 1.8893 0.1 -0.1 0.2
C 4.0122 1.0042 1.7370 -0.1 0.3 0.0
C 4.7654 1.5881 0.5416 0.1 -0.2 0.0
C 4.4832 0.8984 -0.7983 0.0 0.0 0.1
C 3.0427 0.4187 -1.0030 0.0 0.2 0.0
C 1.9551 1.3547 -0.4485 -0.1 -0.2 -0.3
C -3.4042 -1.2064 -0.4773 0.0 -0.1 0.0
C -3.6912 -0.3511 0.5785 0.0 0.0 -0.1
C -4.8954 -0.4563 1.2504 0.0 0.1 0.0
C -5.8226 -1.4140 0.8742 -0.1 0.0 0.0
C -5.5421 -2.2647 -0.1806 -0.1 0.0 0.0
C -4.3386 -2.1601 -0.8551 0.1 0.0 -0.1
H -2.5027 0.9595 -1.8724 0.0 0.0 0.0
H -3.0578 -0.2893 -3.0070 -0.1 0.0 0.0
H -1.3339 0.0942 -2.8927 0.1 0.0 0.0
H -1.5755 -2.9586 -1.2682 0.0 0.0 0.1
H 1.7351 -0.9606 1.2244 -0.1 0.1 0.1
H 0.6388 -0.0626 2.2950 0.1 -0.1 -0.1
H 2.2256 1.3799 2.8924 0.0 0.1 0.0
H 2.6798 2.6919 1.8023 0.1 0.0 0.1
H 4.5658 1.2372 2.6497 0.0 -0.1 0.0
H 3.9579 -0.0827 1.6578 0.0 -0.1 0.1
H 5.8404 1.5293 0.7291 0.0 0.1 0.0
H 4.5153 2.6490 0.4657 0.0 0.1 0.0
H 5.1432 0.0331 -0.9025 0.1 0.1 -0.1
H 4.7441 1.5972 -1.5967 0.1 -0.1 -0.1
H 2.9147 -0.5663 -0.5517 0.0 -0.1 0.0
H 2.8763 0.2903 -2.0745 0.0 -0.1 0.0
H 1.0373 1.2032 -1.0240 0.1 0.1 0.0
H 2.2605 2.3964 -0.5727 0.0 0.1 0.0
H -2.9649 0.3924 0.8736 0.1 0.0 0.1
H -5.1111 0.2116 2.0716 0.0 0.0 0.1
H -6.7620 -1.4953 1.4013 -0.1 0.0 0.0
H -6.2627 -3.0112 -0.4818 -0.1 -0.1 0.0
H -4.1184 -2.8171 -1.6843 0.0 0.0 0.0

=====

Record 2
99
Properties=species:S:1:pos:R:3:forces:R:3 method="wB97M-V/def2-TZVPD" total_charge=+1 multiplicity=6 de_lowest_kcal_mol=0.0 e_lumo_ev="-2.41 / -4.27" gap_ev="6.48 / 5.39"
Ir -0.6538 -1.2598 -0.0373 0.1 0.2 -0.1
C -0.4076 2.2836 1.8307 0.1 -0.1 0.1
C 0.3316 1.9418 3.1325 0.0 -0.1 -0.1
C 0.8221 0.4905 3.2380 -0.1 0.1 -0.1
Sb -0.5671 -1.0172 2.6003 0.0 0.0 0.0
C -2.2269 -0.5766 3.8430 -0.1 0.0 -0.1
C -2.0020 -0.0466 5.1129 0.0 0.0 0.0
C -3.0725 0.2299 5.9525 0.0 0.0 0.0
C -4.3707 -0.0340 5.5331 0.0 0.0 0.0
C -4.5984 -0.5809 4.2785 0.0 0.0 0.0
C -3.5296 -0.8484 3.4305 0.1 0.0 0.1
C 0.2344 -2.6021 3.7568 0.0 -0.1 -0.1
C -0.6102 -3.4507 4.4674 0.1 0.0 0.0
C -0.0770 -4.4742 5.2405 0.0 0.0 0.0
C 1.2984 -4.6531 5.3051 0.0 0.0 0.0
C 2.1438 -3.8133 4.5911 0.0 0.0 0.0
C 1.6131 -2.7917 3.8150 0.0 0.0 0.0
Sb 0.5809 1.5270 0.0673 -0.1 0.1 0.2
C 2.5435 2.2019 0.5999 0.1 0.0 0.0
C 3.5697 1.3086 0.9031 0.0 0.1 0.0
C 4.8206 1.7787 1.2904 0.0 0.0 0.0
C 5.0536 3.1443 1.3793 0.0 0.0 0.0
C 4.0345 4.0414 1.0844 0.0 0.0 0.0
C 2.7858 3.5739 0.6950 0.1 -0.1 0.0
C 0.1785 3.1697 -1.2458 -0.1 0.0 -0.1
C -0.8883 4.0480 -1.0612 0.1 0.0 0.0
C -1.1170 5.0793 -1.9669 0.0 0.0 0.0
C -0.2821 5.2385 -3.0644 0.0 0.0 0.0
C 0.7857 4.3697 -3.2557 0.0 0.0 0.0
C 1.0143 3.3400 -2.3518 -0.1 0.0 0.0
H -0.5164 3.3635 1.7184 0.0 0.0 0.1
H -1.4107 1.8465 1.8374 0.0 0.0 0.0
H -0.3339 2.1608 3.9709 0.0 0.0 0.0
H 1.1971 2.6000 3.2388 0.0 0.0 0.0
H 1.1135 0.2397 4.2579 0.0 0.0 0.0
H 1.7061 0.3449 2.6107 0.0 0.0 0.0
H -0.9904 0.1388 5.4596 0.0 0.0 0.0
H -2.8943 0.6437 6.9376 0.0 0.0 0.0
H -5.2045 0.1790 6.1902 0.0 0.0 0.0
H -5.6105 -0.8061 3.9639 0.0 0.0 0.0
H -3.7074 -1.2808 2.4551 0.0 0.0 -0.1
H -1.6850 -3.3115 4.4295 0.0 0.0 0.0
H -0.7364 -5.1302 5.7956 0.0 0.0 0.0
H 1.7125 -5.4463 5.9144 0.0 0.0 0.0
H 3.2166 -3.9547 4.6388 0.0 0.0 0.0
H 2.2809 -2.1470 3.2524 0.0 0.0 0.0
H 3.3894 0.2418 0.8557 0.0 0.0 0.0
H 5.6118 1.0772 1.5288 0.0 0.0 0.0
H 6.0268 3.5103 1.6818 0.0 0.0 0.0
H 4.2128 5.1080 1.1569 0.0 0.0 0.0
H 2.0012 4.2851 0.4595 0.0 0.0 0.0
H -1.5479 3.9424 -0.2063 0.0 0.0 0.0
H -1.9447 5.7601 -1.8098 0.0 0.0 0.0
H -0.4582 6.0443 -3.7655 0.0 0.0 0.0
H 1.4436 4.4990 -4.1069 0.0 0.0 0.0
H 1.8571 2.6725 -2.5021 0.0 0.0 0.0
Se -3.1322 -2.6278 -0.2594 0.2 0.2 0.3
Te -3.0108 -4.9287 -1.1809 0.0 -0.1 -0.1
Te -0.6726 -5.7542 -0.1230 0.1 0.2 0.1
Se 0.5762 -3.6991 0.1669 -0.1 -0.2 -0.1
C 4.8980 -1.4068 -2.2380 0.0 0.0 0.0
N 3.9332 -1.5589 -1.1654 0.0 0.0 -0.1
C 2.6442 -1.1713 -1.2189 -0.1 0.0 0.1
N 2.2076 -0.5859 -2.3629 -0.2 -0.1 0.0
O 1.9089 -1.3042 -0.2155 0.1 -0.1 -0.2
H 5.8698 -1.7281 -1.8764 0.0 0.0 0.0
H 4.9854 -0.3632 -2.5455 0.0 0.0 0.0
H 4.6429 -2.0198 -3.1061 0.0 0.0 0.0
H 4.2063 -2.0023 -0.3059 0.0 0.0 0.0
H 2.7724 -0.6541 -3.1930 0.0 0.0 0.0
H 1.1959 -0.5943 -2.4917 0.1 0.0 0.0
C -0.9292 1.0419 -6.2164 0.0 0.0 0.0
C -1.1907 0.5794 -4.8055 0.1 -0.2 -0.1
O -1.1449 -0.8746 -4.7953 -0.1 0.2 0.3
P -1.5145 -1.6798 -3.4602 0.0 -0.1 -0.2
O -0.6331 -1.1919 -2.3431 0.2 0.3 0.2
Te -3.8701 -1.6032 -3.0825 -0.1 0.0 -0.2
O -1.2046 -3.1691 -3.8548 0.2 -0.1 -0.2
C 0.1484 -3.6392 -4.1152 -0.1 0.0 0.1
C 0.4551 -3.6409 -5.5946 -0.1 0.0 0.0
H -0.8828 2.1326 -6.2360 0.0 0.0 0.0
H -1.7242 0.7140 -6.8861 0.0 0.0 0.0
H 0.0206 0.6472 -6.5809 0.0 0.0 0.0
H -2.1749 0.9059 -4.4632 -0.1 0.0 0.0
H -0.4333 0.9614 -4.1173 0.0 0.0 0.1
H 0.1711 -4.6468 -3.7093 0.0 -0.1 0.1
H 0.8547 -3.0349 -3.5441 0.0 0.1 0.0
H -0.2584 -4.2691 -6.1288 0.0 0.0 0.0
H 1.4576 -4.0422 -5.7567 0.0 0.0 0.0
H 0.4051 -2.6346 -6.0084 0.0 0.0 0.0
N -5.6626 1.1808 0.1446 0.2 0.3 0.1
N -4.3727 1.0760 -0.3306 -0.3 -0.1 0.1
N -3.9851 1.6812 -1.4259 0.0 0.0 0.1
C -2.7050 1.3413 -1.4552 0.3 0.1 0.2
N -2.3530 0.6019 -0.3941 -0.5 -0.2 -0.2
N -3.4622 0.4311 0.3193 0.2 0.1 -0.2
H -6.2803 1.3048 -0.6450 -0.1 -0.1 -0.1
H -5.8710 0.3571 0.6913 -0.1 -0.1 0.0
H -2.0217 1.6689 -2.2182 0.0 -0.1 0.0

=====

Record 3
38
Properties=species:S:1:pos:R:3:forces:R:3 method="wB97M-V/def2-TZVPD" total_charge=+1 multiplicity=7 e_lumo_ev="-6.55 / -7.58" gap_ev="6.67 / 5.57"
Fe 2.0661 1.4400 -0.1455 -5.5 0.1 0.6
C -1.6502 0.0432 -0.6511 0.5 0.1 -0.1
C -0.3284 -0.6756 -1.0544 -1.0 0.3 0.5
O 0.9177 -0.1346 -0.5874 1.8 2.8 0.5
H -1.7454 0.2321 0.4182 0.3 0.0 0.0
H -2.4928 -0.5954 -0.9164 0.2 -0.3 -0.1
H -1.8376 0.9689 -1.1952 0.3 0.1 0.0
H -0.3272 -0.7591 -2.1411 0.4 0.0 0.0
H -0.3990 -1.6710 -0.6158 0.3 -0.1 -0.1
C -1.4162 3.2262 0.8859 0.3 -0.1 1.1
C 0.0198 3.5760 1.4053 -1.9 -0.7 -1.2
O 0.9531 3.0399 0.5188 3.4 -2.9 -1.4
H -1.5008 2.9816 -0.1729 0.2 0.3 0.1
H -2.0937 4.0331 1.1656 -0.1 -0.1 -0.2
H -1.6805 2.3544 1.4844 -0.5 -0.1 -0.4
H 0.0726 3.0683 2.3684 0.6 0.6 0.3
H 0.1070 4.6625 1.4064 0.6 0.0 0.3
C -0.6503 2.3020 -3.8996 0.4 -1.3 0.4
C -0.5076 3.5299 -3.1077 -0.3 2.0 0.5
O -1.5577 4.4147 -2.8765 1.1 -1.0 -0.3
H 0.3707 1.9346 -3.7970 0.2 -0.5 -0.6
H -0.8791 2.3944 -4.9613 -0.3 0.0 0.3
H -1.2248 1.5820 -3.3169 -0.6 -0.1 -0.7
H 0.3847 4.0348 -3.4780 -0.1 1.1 -0.5
H -0.0388 3.2849 -2.1546 -0.4 -0.2 0.9
C 1.1082 -2.2203 2.4297 0.3 -0.3 -1.0
C 0.8263 -3.4805 1.5503 1.3 1.3 1.3
C 2.0412 -4.3950 1.3898 2.6 5.6 -2.6
O 1.7412 -5.6060 1.7655 -2.1 -4.2 0.9
C 0.5021 -5.5893 2.3016 -2.0 -0.3 3.6
O -0.0686 -6.4220 2.9646 1.5 0.8 -2.1
O 0.0075 -4.2842 2.3010 -1.1 -2.0 -0.1
H 1.7327 -1.5022 1.8983 0.1 0.1 -0.3
H 1.6910 -2.5193 3.3010 -0.3 -0.1 0.1
H 0.2086 -1.6925 2.7463 -0.1 -0.3 -0.1
H 0.4484 -3.2961 0.5446 -0.5 0.4 0.2
H 2.9350 -4.0235 1.8909 0.0 0.0 0.5
H 2.2648 -4.2371 0.3348 0.5 -1.1 -0.4

=====

Record 4
83
Properties=species:S:1:pos:R:3:forces:R:3 method="wB97M-V/def2-TZVPD" total_charge=0 e_lumo_ev=-4.55 gap_ev=2.84
N -2.1994 -2.6689 -3.9268 1.1 0.9 -1.2
C -0.8173 -2.4816 -4.5189 0.3 -0.1 0.6
C -0.5108 -0.9660 -5.0766 0.7 -0.6 -1.2
C 1.1406 -0.7271 -4.9663 -1.1 0.0 -2.5
N 1.5191 0.3557 -3.9799 6.2 -1.3 -2.8
C 2.3762 0.0883 -2.9411 5.6 0.8 -0.5
N 2.6833 1.2491 -1.9736 -1.2 -2.7 -0.1
C 3.0291 0.4451 -0.7053 1.5 -2.7 -1.4
F 1.9529 -0.5034 -0.2445 1.3 2.8 -0.9
P 3.6426 1.3927 0.8408 1.4 0.9 3.8
O 2.7741 0.8261 2.0751 1.7 1.6 -3.3
O 5.3470 1.0654 1.1376 -5.4 -1.0 -0.1
O 3.3724 3.1136 0.6525 -0.9 -4.4 0.9
C 4.0684 -0.6357 -1.4420 -0.7 1.8 3.2
N 3.0773 -1.1728 -2.4888 0.8 4.9 -1.6
C 4.0544 -1.8298 -3.4378 1.2 -3.1 -2.7
C 4.0770 -3.4469 -3.0106 -0.6 0.6 0.4
C 3.0525 -4.3664 -3.9101 0.7 0.0 0.4
S 1.7209 -5.1340 -2.7758 0.0 0.4 -0.1
H -2.3518 -1.9438 -3.1917 -0.1 -0.8 -1.0
H -2.9020 -2.5581 -4.6903 0.6 0.0 1.1
H -0.0452 -2.7408 -3.6536 -1.4 0.4 -1.8
H -0.6168 -3.2574 -5.4033 -0.5 1.7 2.1
H -1.1302 -0.1160 -4.5613 0.9 -1.8 -1.3
H -0.7588 -0.9685 -6.2326 0.4 0.3 2.5
H 1.5890 -1.7853 -4.7407 -0.4 2.4 -0.1
H 1.4985 -0.3361 -6.0357 -0.6 -1.0 2.5
H 1.1212 1.3188 -4.0905 1.3 -1.1 -0.2
H 3.5666 1.7739 -2.2498 -1.2 -0.7 0.3
H 5.3971 0.1559 1.5832 -0.2 1.0 -0.3
H 2.5253 3.2986 1.1856 1.5 -0.3 -0.8
H 4.5002 -1.4560 -0.7200 -1.1 1.1 -1.6
H 4.9142 0.0968 -1.8028 -1.4 -1.8 0.1
H 5.1625 -1.4026 -3.3649 -2.6 -0.6 0.2
H 3.7626 -1.7114 -4.5881 0.4 -0.1 2.6
H 3.6543 -3.4890 -1.8951 1.5 -0.1 -1.7
H 5.1717 -3.8721 -2.9443 -2.3 0.9 -0.4
H 2.4774 -3.7859 -4.7490 1.3 -1.0 1.4
H 3.6126 -5.3096 -4.3781 -1.4 2.2 1.0
H 1.5866 -4.3723 -1.5997 0.9 -0.3 -1.4
Cl 6.9974 2.4233 0.0986 0.8 0.9 -1.2
Al 1.6985 -0.5388 2.8210 -0.5 0.1 0.2
C -4.7111 -1.4539 -0.9665 -0.5 -0.4 0.3
Cl -5.3767 -1.0691 0.6299 0.3 0.0 -0.4
Cl -6.0034 -1.5354 -2.1760 0.3 0.0 0.1
Cl -3.4928 -0.2567 -1.4376 0.1 0.1 0.0
H -4.2286 -2.4330 -0.9116 -0.1 0.3 0.0
C -7.3312 -0.4173 4.0742 2.6 -0.1 1.5
C -8.1236 -1.5111 3.3853 4.0 -3.0 2.9
O -8.3049 -2.6718 4.1901 0.2 2.5 -2.1
C -9.3522 -2.6771 5.2001 -2.9 0.1 1.0
O -10.5186 -2.3215 4.6701 1.9 0.0 0.6
C -8.9783 -1.8713 6.5061 0.5 0.1 0.5
F -7.6580 -2.0315 6.8140 -0.5 0.1 -0.2
F -9.6610 -2.3327 7.5926 0.3 0.2 -1.1
F -9.1990 -0.5360 6.4455 -0.1 -0.5 -0.1
H -6.5053 -0.8317 4.6599 0.1 -0.3 -0.1
H -6.9272 0.2818 3.3351 0.5 -0.3 0.3
H -7.9624 0.1640 4.7465 1.5 -0.8 0.9
H -7.5347 -1.8470 2.5243 -0.6 0.1 -0.4
H -9.0638 -1.1297 2.9731 -2.1 -0.4 -1.1
H -9.2738 -3.7139 5.5612 0.0 -0.2 -0.1
C 6.4718 7.2681 1.8361 -0.6 -0.1 0.4
O 6.5080 8.4558 2.1310 -0.3 -0.8 -0.1
N 5.4771 6.3844 2.1971 1.0 0.8 -0.4
C 5.5096 4.9910 1.8060 0.0 0.4 0.0
C 4.3646 6.8621 2.9916 0.2 0.3 0.0
H 7.2677 6.7997 1.2338 -0.1 -0.1 0.0
H 4.6181 4.7698 1.2121 0.4 0.0 0.1
H 5.5148 4.3712 2.7072 0.0 -0.2 -0.1
H 6.4005 4.7690 1.2125 -0.2 0.0 0.1
H 3.8550 7.6623 2.4466 -0.1 0.0 0.2
H 4.7471 7.2658 3.9340 -0.3 0.0 0.0
H 3.6608 6.0511 3.1975 0.2 0.1 -0.1
C -2.0796 1.7835 2.3546 -2.9 0.3 3.3
O -1.1280 1.0376 2.6895 1.3 -1.3 0.9
O -1.9131 2.2316 1.1182 0.9 0.7 -3.1
O -3.1039 2.1488 2.9732 1.3 -0.7 -0.7
H -1.0698 1.7426 1.0303 -0.1 0.5 -0.9
Br -9.2741 0.4893 3.3222 -5.3 2.6 -2.5
Cs 0.0381 0.1357 -2.2981 -8.8 -1.0 7.7
O 4.2899 -4.0596 -0.0654 -0.3 2.0 -0.6
H 4.2607 -4.9920 0.0490 -0.1 -1.2 0.2

=====

Record 5
13
Properties=species:S:1:pos:R:3:forces:R:3 method="wB97M-V/def2-TZVPD" smiles="[H]/N=c1/nc(O)[nH]n1N" total_charge=0 de_lowest_kcal_mol=33.0 e_lumo_ev=0.40 gap_ev=9.61
H 2.2966 -1.4657 0.1083 0.4 -0.2 -0.8
N 1.8199 -1.1492 0.9251 -1.4 0.8 0.3
C 0.6700 -0.6579 0.6582 0.4 -1.1 1.3
N -0.2350 -0.2391 1.6682 0.5 0.1 -1.3
C -1.1570 0.3321 0.9988 -1.1 0.5 0.0
O -2.1646 0.9507 1.5967 -0.3 0.3 0.2
N -1.1923 0.2431 -0.4098 1.7 -0.7 0.6
N 0.0564 -0.5239 -0.6281 -0.1 0.2 -0.3
N 0.8796 0.1079 -1.5696 -0.6 -0.6 -1.2
H -2.7999 1.3106 0.9617 0.1 -0.2 0.0
H -1.0563 1.1254 -0.9018 -0.1 0.1 0.1
H 1.6650 0.5049 -1.1108 0.9 0.5 0.5
H 1.2176 -0.5390 -2.2968 -0.5 0.3 0.7